Here is 20 unconnected molecules or ions with the total composition H40O20 from the OMol25 dataset. Energies are from the ωB97M-V functional and the def2-TZVPD basis.

```
60
Properties=species:S:1:pos:R:3:forces:R:3:nbo_charge:R:1
O -1.417 -2.994 -0.857 1.9807 -0.1100 0.6686 -0.977
H -0.910 -2.156 -0.940 -0.5932 -0.3877 -0.0535 0.494
H -0.677 -3.577 -0.562 -1.0242 0.2361 -0.1962 0.493
O -2.581 -1.645 -2.704 -1.2852 0.4753 1.2674 -0.991
H -3.033 -0.865 -2.248 1.1596 -1.6468 -0.9908 0.463
H -2.653 -2.431 -2.084 0.2726 1.3786 -0.9755 0.497
O 1.413 -3.773 3.570 0.3195 0.9080 0.2726 -0.922
H 1.438 -2.961 4.101 0.3981 -0.0818 -0.4214 0.461
H 0.680 -4.199 3.992 -0.7540 -0.8367 0.1372 0.461
O -0.414 0.832 -1.431 0.7933 0.5551 0.4828 -0.996
H 0.005 0.182 -1.999 0.1939 -0.6865 -0.1645 0.501
H -1.339 0.637 -1.415 -1.0569 -0.2695 0.0558 0.487
O 2.982 2.328 -1.220 -0.1370 -0.5544 -0.3682 -0.973
H 2.070 2.156 -1.467 -0.1987 -0.0374 -0.7041 0.498
H 3.513 2.332 -2.015 -0.2919 -0.1162 -0.4711 0.473
O 3.659 3.348 0.781 -0.2864 1.8406 0.3287 -0.926
H 3.702 3.947 0.002 0.6068 -0.7792 0.6588 0.469
H 2.693 3.388 0.848 0.2015 -0.4722 0.4792 0.458
O -1.404 3.556 1.132 -1.1192 -0.8657 -0.0741 -0.951
H -2.061 2.987 0.675 0.8191 0.2188 -0.5319 0.484
H -1.959 3.686 1.906 0.4399 0.5788 0.7003 0.460
O 0.727 2.269 -3.392 -0.1516 0.2919 -1.0576 -0.945
H 0.536 2.653 -4.258 0.5837 0.4992 0.0147 0.462
H 0.042 1.601 -3.409 -0.2049 -0.4901 0.8494 0.479
O 4.110 -1.670 -4.011 0.8779 1.1467 3.0983 -0.934
H 4.380 -1.683 -3.028 -0.4708 -1.4124 -1.6512 0.476
H 4.161 -0.706 -3.909 -0.3792 0.3325 -1.4324 0.457
O 1.449 -1.528 -0.626 -0.9158 1.0679 2.4466 -0.969
H 1.143 -0.993 0.212 1.0644 -1.3772 -1.9314 0.506
H 2.271 -1.102 -0.888 -0.5878 0.0138 -0.3511 0.444
O 0.921 0.221 1.546 -0.0964 -0.8818 0.7332 -0.988
H 1.402 0.486 2.351 -0.2313 0.3237 -0.9385 0.500
H 0.755 0.927 0.921 0.0503 0.7132 0.1403 0.512
O -2.113 -1.018 3.112 2.5770 -0.5875 -1.3687 -0.993
H -2.364 -1.853 2.639 -0.1966 0.8625 0.3723 0.501
H -1.217 -0.869 2.655 -1.8147 0.0151 1.1198 0.474
O -0.735 2.157 4.552 -0.3832 -0.5589 -2.9185 -0.972
H -0.780 1.756 3.577 0.4535 0.8291 3.6005 0.492
H -0.273 1.591 5.184 -0.1264 -0.2831 -0.7697 0.480
O -3.553 0.538 -1.011 -2.3059 0.5371 -2.0242 -0.934
H -3.963 -0.329 -0.885 0.1252 -0.0302 0.6387 0.467
H -4.244 0.947 -1.661 2.0233 -0.5333 1.7248 0.488
O -3.702 -2.375 1.472 1.8215 -1.0863 0.8014 -1.024
H -4.232 -1.798 2.029 -0.9230 0.4745 -0.4798 0.512
H -3.880 -2.625 0.586 -0.8244 0.1046 -0.7211 0.488
O 4.741 -0.591 -1.079 -2.7135 0.3052 1.8650 -0.951
H 3.826 -0.823 -0.649 2.6836 0.3001 -1.2404 0.458
H 4.857 0.285 -0.647 0.1737 -0.4227 -0.6897 0.492
O 0.804 -1.238 -3.228 0.3584 1.2271 0.5165 -0.960
H 0.252 -1.996 -3.111 -0.5747 -0.7981 -0.0615 0.488
H 1.075 -1.194 -4.136 0.1416 -0.2143 -0.6767 0.482
O -3.552 3.306 -0.759 -0.1240 0.0780 -0.1050 -0.943
H -3.047 4.093 -0.964 0.5772 0.1704 -0.2385 0.482
H -4.342 3.701 -0.393 -0.5520 -0.1122 0.2518 0.469
O -4.830 -0.742 3.119 0.2485 1.4047 1.7083 -0.943
H -4.309 -0.239 3.817 -0.5423 -1.2196 -1.3579 0.509
H -5.287 -0.037 2.656 -0.1906 0.0575 -0.1494 0.475
O 5.004 -2.029 1.554 0.6829 -1.8117 -0.6007 -0.948
H 4.878 -1.194 1.112 0.2751 0.0330 -0.4362 0.466
H 5.384 -2.681 0.884 -0.8473 1.6843 1.2181 0.480
```
Positions in Å, forces in eV/Å.

## Properties
* DFT total energy: -41597.381 eV
* HOMO-LUMO gap: 10.01 eV
* highest occupied orbital energy: -10.30 eV
* relative energy (zero: lowest compared OMol25 entry of this formula, charge and spin): 544.55 kJ/mol
* charge: 0



Here is 20 unconnected molecules or ions with the total composition H40O20 from the OMol25 dataset. Energies are from the ωB97M-V functional and the def2-TZVPD basis.

```
60
Properties=species:S:1:pos:R:3:forces:R:3:nbo_charge:R:1
O 3.766 4.595 -1.227 -1.5495 1.6417 1.4236 -0.942
H 3.717 4.219 -0.330 0.5361 -0.6356 -0.3888 0.485
H 3.158 5.368 -1.024 1.1056 -0.8902 -0.8604 0.461
O -0.694 -2.373 -3.731 -0.8067 0.3327 -1.5670 -0.984
H -0.990 -2.718 -4.611 0.4562 0.5242 1.2940 0.484
H -0.312 -3.115 -3.273 0.4071 -0.9001 0.4181 0.504
O -3.104 0.596 -1.664 -0.5879 0.0653 0.8518 -0.992
H -2.269 0.697 -2.115 0.8476 -0.0616 -0.4469 0.499
H -3.026 -0.257 -1.204 -0.0251 0.1742 0.0008 0.497
O -0.160 -2.781 0.020 -0.6202 -1.2559 -0.8975 -0.992
H 0.211 -3.387 0.657 0.0721 -1.0289 0.4311 0.504
H 0.346 -1.998 0.129 0.7168 1.8815 0.1393 0.501
O -2.411 -1.703 0.485 -0.6178 1.2248 0.1075 -1.018
H -3.030 -2.359 0.775 -0.5578 -0.3932 0.1879 0.473
H -1.609 -2.192 0.232 0.5933 -0.3053 -0.0460 0.503
O -0.348 0.218 -2.483 -0.8702 -1.3679 0.0993 -1.029
H -0.494 -0.662 -2.936 0.3858 1.0783 0.2452 0.520
H 0.268 0.734 -3.005 0.4919 0.1588 -0.6235 0.519
O -5.026 0.482 2.047 -1.8120 0.4162 -0.2240 -0.950
H -4.174 0.226 2.339 1.1445 -0.4948 0.6470 0.467
H -5.661 0.242 2.749 0.7297 0.0754 -0.3520 0.482
O 1.164 -0.523 3.225 1.9030 -0.7499 0.7624 -0.973
H 0.385 -0.159 2.846 -1.1485 0.9569 -0.4915 0.499
H 1.736 0.197 3.540 -0.6084 -0.2090 -0.2914 0.478
O -2.387 2.646 0.462 -0.8165 0.9683 0.7451 -0.995
H -2.714 2.052 -0.227 -0.5514 -0.3762 -0.6094 0.529
H -3.113 3.277 0.696 0.8344 -0.9956 -0.4009 0.507
O 0.736 -4.546 -2.223 -0.6384 -1.0552 -0.8779 -0.964
H 0.159 -5.138 -1.705 0.5083 0.6004 -0.1495 0.483
H 0.952 -3.821 -1.656 0.0397 0.5525 1.0039 0.490
O 1.713 1.459 -4.301 -0.0179 1.2462 0.0500 -0.995
H 1.789 2.434 -4.073 0.0548 -1.0894 0.5209 0.502
H 1.643 1.551 -5.251 -0.1349 -0.5855 -0.4864 0.463
O 2.723 -2.597 1.646 -0.7203 0.3697 1.6752 -0.987
H 2.334 -1.861 2.155 -0.7765 -0.6113 0.6391 0.500
H 3.271 -2.016 1.150 1.3501 0.3537 -1.8110 0.503
O 3.917 2.042 1.664 -0.0713 0.6057 0.7429 -0.973
H 4.099 1.221 1.201 0.0195 -0.4392 -0.0091 0.500
H 4.195 1.955 2.595 -0.0664 -0.1734 -0.8738 0.471
O -1.224 0.658 2.004 -2.0666 0.3203 -1.0734 -1.024
H -1.706 -0.165 1.744 0.5345 0.0802 0.1814 0.507
H -1.820 1.326 1.514 1.3129 -0.5016 1.0574 0.515
O 1.295 -4.703 1.160 0.4188 0.0545 0.9705 -1.000
H 1.832 -3.908 1.435 -0.0077 -0.4872 -0.5869 0.503
H 1.441 -5.284 1.922 -0.3034 -0.0615 -0.3786 0.474
O 3.292 -0.555 0.071 -0.3726 0.5899 0.7356 -1.010
H 2.328 -0.343 0.182 0.4447 -0.0741 -0.4209 0.521
H 3.431 -0.757 -0.849 -0.0574 0.0102 -0.5190 0.489
O 1.827 3.853 -3.225 -0.7232 0.1646 -0.4555 -0.968
H 2.594 4.372 -3.006 0.5600 0.0462 0.3777 0.497
H 1.274 3.805 -2.436 -0.0895 -0.1030 0.1391 0.505
O -0.035 3.009 -0.815 -0.6705 0.1203 -0.4652 -0.979
H 0.594 3.142 -0.129 1.2532 0.0348 0.7843 0.461
H -0.863 3.045 -0.298 -0.1121 -0.0008 -0.4976 0.496
O 0.446 -0.213 0.113 1.0983 -0.0356 1.6289 -1.034
H -0.035 0.360 0.746 0.1001 -0.3205 -0.1744 0.504
H 0.125 -0.002 -0.749 -0.5045 0.5345 -1.8081 0.514
O -5.326 -0.199 5.480 -0.5513 -0.1734 -0.3400 -0.935
H -4.447 -0.030 5.783 1.0388 -0.1040 0.2028 0.468
H -5.784 0.585 5.776 -0.5014 0.2978 0.0640 0.467
```
Positions in Å, forces in eV/Å.

## Properties
* DFT total energy: -41602.326 eV
* HOMO-LUMO gap: 10.97 eV
* highest occupied orbital energy: -10.87 eV
* relative energy (zero: lowest compared OMol25 entry of this formula, charge and spin): 67.43 kJ/mol
* charge: 0



Here is 21 unconnected molecules or ions with the total composition H42O21 from the OMol25 dataset. Energies are from the ωB97M-V functional and the def2-TZVPD basis.

```
63
Properties=species:S:1:pos:R:3:forces:R:3:nbo_charge:R:1
O -1.804 -0.908 -3.743 0.7232 -0.5252 -0.3542 -0.989
H -2.257 -1.736 -3.904 0.0308 -0.1773 0.0034 0.470
H -2.497 -0.303 -3.480 -0.6516 0.7123 0.3939 0.507
O -0.391 1.355 2.985 -0.6469 0.1037 0.9387 -1.012
H 0.186 1.095 2.267 0.4012 -0.3577 -1.2134 0.525
H 0.119 1.992 3.484 0.3320 0.5916 0.2067 0.506
O -2.908 2.314 2.310 -0.5690 0.2168 -0.3116 -0.987
H -2.048 1.981 2.568 0.8478 -0.2273 0.1855 0.495
H -3.241 2.751 3.093 -0.1970 0.1078 0.0728 0.474
O -1.337 -1.259 0.302 0.2476 -0.0065 -0.4334 -0.991
H -0.999 -2.089 -0.034 -0.0348 -0.2184 -0.4568 0.498
H -1.845 -1.502 1.075 -0.4360 -0.2772 1.0523 0.513
O -3.996 0.620 -2.949 -0.0395 -0.0584 -0.6586 -0.958
H -4.606 -0.112 -3.037 -0.3127 -0.1415 -0.0102 0.469
H -4.073 0.888 -2.033 0.2980 0.0791 0.7121 0.508
O 2.166 -1.952 -1.061 -0.1292 -1.2592 0.1112 -0.991
H 2.230 -1.061 -1.405 -0.0299 1.1098 0.0776 0.500
H 3.032 -2.331 -1.212 0.2596 -0.1562 -0.2336 0.465
O 4.452 1.784 -2.252 0.0049 -0.2829 -0.2452 -0.945
H 5.017 1.097 -1.899 0.2238 -0.2710 0.2700 0.493
H 4.731 1.882 -3.162 0.0360 0.1702 -0.4528 0.499
O -1.386 -0.150 4.970 -0.7456 -0.6764 0.6248 -0.984
H -0.589 -0.588 5.268 0.1498 -0.1019 0.0842 0.466
H -1.112 0.350 4.201 0.5115 0.5570 -0.6660 0.494
O -1.819 2.899 -2.116 0.3794 0.1248 -0.2865 -0.970
H -2.405 3.644 -1.981 -0.0706 0.1979 -0.0729 0.473
H -2.125 2.237 -1.496 -0.1856 -0.5697 0.3676 0.490
O 2.275 -4.120 0.827 0.5074 -0.2801 0.1394 -0.962
H 1.399 -4.407 0.567 -0.4238 -0.1121 0.1176 0.481
H 2.454 -3.362 0.271 -0.2074 0.3141 0.1257 0.471
O 3.809 3.770 1.958 0.1088 -0.0922 0.4883 -0.965
H 4.201 3.055 2.459 0.1189 -0.2093 0.2089 0.469
H 4.335 3.822 1.160 -0.0762 0.2371 -0.8144 0.504
O -2.668 -4.294 -0.671 -0.9480 -0.2712 0.5112 -0.949
H -1.760 -4.136 -0.412 0.1937 -0.0017 -0.1445 0.486
H -2.606 -4.924 -1.389 0.0735 -0.0734 -0.1173 0.458
O 1.342 3.806 3.163 -0.7004 -0.2270 0.6505 -0.982
H 0.797 4.047 2.413 -0.1244 0.0816 -0.2255 0.473
H 2.237 3.821 2.823 0.4371 0.1293 -0.4012 0.497
O -0.483 -3.454 -1.749 0.3147 -0.0756 0.1364 -0.975
H 0.387 -3.121 -1.529 0.7104 0.3255 0.0002 0.495
H -0.457 -3.586 -2.697 -0.0859 0.0722 -0.2190 0.481
O -2.835 -1.683 2.648 -0.0805 -0.1034 -0.5219 -0.964
H -2.499 -1.121 3.347 0.2232 0.3818 0.5826 0.500
H -2.905 -2.549 3.050 -0.0587 -0.2479 0.0059 0.478
O 0.229 1.048 -3.792 0.9060 -0.0701 0.0286 -0.988
H -0.291 0.249 -3.885 -0.5862 -0.4754 -0.2122 0.499
H -0.276 1.594 -3.189 -0.3839 0.5014 0.1996 0.496
O 2.050 0.654 -1.679 0.1902 -0.6297 0.5118 -0.994
H 1.481 0.385 -2.401 -0.9138 0.4713 -0.8380 0.506
H 2.816 1.036 -2.107 0.3748 0.4869 -0.0398 0.499
O -0.467 -4.593 1.655 -0.1074 0.0951 -0.2888 -0.958
H -0.903 -5.440 1.745 -0.2297 -0.2467 -0.0753 0.479
H -0.141 -4.395 2.533 0.2618 0.1857 0.1951 0.483
O 4.685 4.068 -0.895 0.0729 0.7067 0.7666 -0.964
H 5.638 4.054 -0.798 0.2908 0.1439 -0.0948 0.460
H 4.482 3.268 -1.378 -0.1643 -0.3858 -0.2239 0.489
O -3.022 0.831 -0.208 -0.3656 0.6275 -0.6537 -1.002
H -2.613 0.007 0.059 0.3034 -0.4925 -0.2988 0.500
H -2.716 1.470 0.435 -0.2811 0.3342 0.5820 0.496
O 0.524 0.613 0.650 0.4424 0.5194 0.3222 -1.013
H -0.091 -0.061 0.360 -0.6395 -0.6105 0.1108 0.499
H 1.101 0.749 -0.102 0.4493 0.3267 -0.2201 0.500
```
Positions in Å, forces in eV/Å.

## Properties
* DFT total energy: -43681.939 eV
* HOMO-LUMO gap: 10.14 eV
* highest occupied orbital energy: -10.65 eV
* relative energy (zero: lowest compared OMol25 entry of this formula, charge and spin): 373.97 kJ/mol
* charge: 0



Here is 21 unconnected molecules or ions with the total composition H43O21 from the OMol25 dataset. Energies are from the ωB97M-V functional and the def2-TZVPD basis.

```
64
Properties=species:S:1:pos:R:3:forces:R:3:nbo_charge:R:1
O 2.179 2.110 0.820 -0.5700 -0.6042 -0.4167 -0.963
H 4.745 -2.475 1.320 -0.1193 -0.7430 -0.5700 0.476
H -3.524 2.029 -2.489 1.1426 -0.4192 -2.0378 0.492
O -1.882 4.144 1.086 1.8650 -0.1798 0.1542 -0.949
H -1.379 4.909 1.409 -0.8336 0.1602 0.5669 0.467
H 3.001 0.578 -0.066 1.7260 -0.6373 -2.4942 0.515
O 0.290 3.169 -3.912 -0.4767 0.6675 -0.2890 -0.939
H -0.500 3.729 -4.029 0.5894 -0.5010 -0.0112 0.456
H -2.421 -0.241 4.186 0.5452 -0.6846 0.7812 0.504
O 0.629 -3.000 -1.776 -0.1752 1.2608 0.7916 -0.868
H -1.226 -0.964 5.088 -1.0912 0.1579 0.0537 0.482
H -1.755 -1.791 -0.563 -0.5071 0.1382 0.3973 0.494
O -1.592 4.673 -1.298 0.7811 0.4365 -1.5343 -0.966
H -3.193 -0.015 -0.628 1.3367 0.4731 1.1356 0.461
H -2.319 4.061 -1.499 0.4336 0.4396 -0.3622 0.487
O -1.478 -0.337 4.403 0.6484 0.5688 -0.8071 -0.982
H 0.669 -3.274 -0.771 -0.7703 0.8866 -1.6304 0.595
H 3.388 -1.224 3.960 0.4158 0.6233 -0.1908 0.471
O -0.852 -3.023 2.899 0.6026 0.7319 1.7160 -0.932
H -1.132 4.966 -2.128 -0.9327 -0.7178 1.0264 0.486
H -0.979 -3.077 3.883 -0.2687 -0.3870 -1.3683 0.469
O 3.376 0.305 -0.992 -0.6758 0.1659 1.7013 -0.992
H 2.477 2.475 1.662 -0.0525 -0.5082 -0.0546 0.482
H 2.451 -0.853 -2.014 0.4226 0.6719 0.2363 0.523
O 1.869 -0.675 1.398 -1.8410 0.8995 -0.2316 -0.995
H 1.686 -4.945 0.363 -0.2604 -0.5756 -0.1096 0.485
H 1.601 -0.723 2.327 0.6718 -0.1551 0.2956 0.481
O -3.302 -0.962 -0.684 -0.6169 -0.0533 -1.5262 -0.894
H 3.711 -1.775 2.008 -1.0507 0.3380 -0.1286 0.469
H -3.471 -0.983 -1.652 0.2673 -1.0311 0.4261 0.485
O -0.567 0.496 1.501 -0.2491 -1.4531 -0.4111 -0.988
H -0.380 0.683 2.440 -0.1331 1.0793 -0.2957 0.534
H -0.563 1.251 0.917 0.0226 0.8583 0.8886 0.475
O 0.779 1.856 3.511 -2.5416 -0.0096 -0.0026 -1.041
H 1.404 1.244 3.893 1.2297 0.8920 -0.4292 0.530
H 0.793 2.653 2.952 1.3541 -0.9406 0.7410 0.527
O 2.181 -4.301 -0.146 -0.3673 0.1651 0.3487 -0.970
H 1.001 -0.256 1.095 0.6369 -1.1101 0.0498 0.492
H 2.646 -3.838 0.563 0.4262 0.5456 -0.0493 0.509
O 2.563 -0.817 4.251 -0.3283 -1.9202 0.6791 -0.947
H 2.253 -1.617 4.757 -0.1982 1.3438 -0.3070 0.485
H 4.322 0.093 -0.921 -0.5682 0.2513 0.3720 0.487
O -2.826 1.864 -3.217 -1.1779 0.9293 1.2153 -0.977
H -0.855 1.074 -0.890 -0.0511 0.3539 0.4277 0.449
H -1.212 3.960 0.384 -1.1499 -0.2154 0.1065 0.475
O -4.982 0.903 -1.668 -0.8697 1.4606 2.0405 -0.927
H 0.264 -2.011 -2.171 0.0665 -2.4400 1.3587 0.580
O -0.375 -1.427 -3.517 -0.1730 -1.3123 -0.7639 -0.970
H 0.269 -2.067 -3.936 -1.4605 1.4838 -0.1534 0.502
H -0.726 -0.758 -4.138 0.4798 -0.5304 0.4030 0.537
O -0.886 0.718 -1.770 0.4390 -0.6458 -0.1999 -0.924
H -0.355 -0.093 -1.692 -0.1476 0.4038 -0.1583 0.474
H 1.789 1.207 0.965 0.6798 1.5584 0.7788 0.473
O -1.095 -2.136 0.043 0.7432 -0.5283 1.3812 -1.017
H -0.301 -2.216 2.892 -0.3518 -0.3621 -0.4882 0.465
H -1.476 -2.099 0.960 0.3456 -0.0362 -1.4764 0.505
O 1.859 -1.165 -2.721 1.1137 -0.0654 0.4529 -1.014
H 2.307 -0.957 -3.537 0.2454 0.3333 -0.3909 0.498
H 1.573 -2.807 -1.913 0.4091 -0.3288 -0.5156 0.545
O 3.774 -2.463 1.345 1.5193 0.0339 0.4407 -0.936
H 0.091 2.633 -3.144 -0.1914 -0.3243 0.2817 0.484
H -2.936 2.548 -3.900 -0.2931 -0.3656 0.4449 0.473
H -5.368 1.243 -0.799 0.3041 -0.4522 -1.8557 0.481
H -4.333 0.297 -1.307 -0.9694 -0.0745 -0.4332 0.431
```
Positions in Å, forces in eV/Å.

## Properties
* DFT total energy: -43686.482 eV
* HOMO-LUMO gap: 10.29 eV
* highest occupied orbital energy: -13.12 eV
* relative energy (zero: lowest compared OMol25 entry of this formula, charge and spin): 610.44 kJ/mol
* charge: +1



Here is 2 unconnected molecules or ions with the total composition H4IN2P from the OMol25 dataset. Energies are from the ωB97M-V functional and the def2-TZVPD basis.

```
8
Properties=species:S:1:pos:R:3:forces:R:3:nbo_charge:R:1
N -0.819 0.735 1.409 3.2482 3.0869 -0.3164 -1.127
N 0.555 -0.811 -1.200 -0.4313 1.5716 2.8106 -0.988
P 0.857 0.502 1.099 -0.9065 -1.4326 -1.1513 0.806
I 1.281 -1.199 2.894 -0.1566 0.5111 -0.8470 -0.134
H -1.197 -0.131 1.374 -2.3110 -3.1201 -0.1506 0.384
H -1.157 1.370 0.686 -0.3539 -0.3076 0.1738 0.395
H 1.221 -0.093 -1.487 0.4121 -0.6756 -0.3424 0.328
H 1.008 -1.696 -0.970 0.4989 0.3664 -0.1767 0.336
```
Positions in Å, forces in eV/Å.

## Properties
* DFT total energy: -20432.647 eV
* HOMO-LUMO gap (alpha / beta): 7.72 / 7.38 eV
* highest occupied orbital energy (alpha / beta): -8.78 / -8.39 eV
* relative energy (zero: lowest compared OMol25 entry of this formula, charge and spin): 285.08 kJ/mol
* charge: 0